Entry from the OMol25 dataset: a structure of composition C20H23BaClN2 at a distorted geometry (ωB97M-V with the def2-TZVPD basis set).

Structure (ORCA input):
```
! RIJCOSX wB97M-V def2-TZVPD def2/J DEFGRID3
* xyz 0 1
C -3.14204 3.74230 2.29059
H 0.42577 -3.53758 -0.53596
C 0.45183 -3.13623 -1.55844
C -4.20152 3.03868 2.86463
C -2.00904 1.64290 1.72908
H 0.52477 -3.78357 1.65671
H 3.31682 0.46102 2.13777
N 0.86817 -1.85788 -1.65559
C 0.34667 -1.86667 -3.99713
C -3.07871 0.94605 2.39582
Ba 1.38360 -0.68073 0.71759
C -2.05096 3.07355 1.76400
H 1.78020 0.22037 3.09946
H 3.65312 -2.05894 3.37398
H -5.06975 3.56313 3.26215
C 0.78140 -1.19223 -2.84096
H 1.02919 2.95873 -4.92873
Cl -3.01477 -0.75496 2.48504
C -4.16989 1.63336 2.91070
C 1.11125 2.39380 -3.99681
C -1.00277 0.95333 1.04134
H -1.03835 -2.95607 1.23128
H -1.22590 3.62832 1.29144
H 0.63624 0.50731 -4.94230
H 1.98525 -2.22052 2.90552
C 1.05589 0.26852 -2.84190
H 1.74705 2.66489 -0.64967
C 0.05351 -3.86640 -2.67866
H -1.23580 -0.03623 0.62700
C 1.52290 2.21643 -1.62702
H -0.30349 -3.72296 -4.81963
H 3.29453 -1.95189 1.67592
H -0.21755 -4.90853 -2.56623
H -3.16936 4.83162 2.26063
H 0.26567 -1.31125 -4.92976
C -0.09074 -2.87738 1.78601
N 1.37062 0.87246 -1.65807
H -4.98704 1.07322 3.34545
H 1.53287 4.09566 -2.69505
C 2.91470 -1.68361 2.67428
C 2.80482 -0.14880 2.90348
H 3.34783 0.05620 3.83175
C 1.40209 3.01500 -2.77914
H -0.24023 1.55722 0.52727
C 0.00520 -3.21602 -3.91268
C 0.91423 1.01798 -4.02469
H -0.27827 -2.66362 2.84954
*
```

Values from the calculation:
LUMO energy: -0.938 eV
F_max: 0.05166 hartree/bohr
DFT total energy: -1370.9793 Eh
orbital gap: 4.108 eV